DFT (wB97M-V/def2-TZVPD) results for a structure of composition C33H28CrN7O6Se2.

Element x y z (Å)
1 Cr 0.184 0.590 1.237
2 O -1.696 -3.859 4.561
3 C -0.918 -3.065 5.271
4 O -0.700 -3.232 6.444
5 C -0.297 -1.899 4.568
6 C 0.508 -0.988 5.211
7 N 0.828 -0.039 4.320
8 N 0.271 -0.272 3.129
9 C -0.411 -1.406 3.255
10 C -1.050 -1.937 1.985
11 O -1.743 -2.961 2.051
12 O -0.771 -1.263 0.953
13 H -1.748 -3.579 3.602
14 H 0.865 -0.980 6.231
15 H 1.405 0.772 4.460
16 Se -1.270 3.399 0.450
17 N -0.993 2.204 1.765
18 C -1.706 2.624 2.806
19 C -1.868 1.942 4.059
20 C -2.597 2.535 5.033
21 C -3.231 3.819 4.858
22 C -3.156 4.474 3.684
23 C -2.397 3.886 2.616
24 N -2.272 4.439 1.429
25 H -1.466 0.953 4.210
26 H -2.722 2.015 5.976
27 H -3.798 4.245 5.678
28 H -3.649 5.424 3.516
29 C 1.573 -2.831 -0.896
30 N 2.441 -1.774 -1.415
31 C 2.940 -0.757 -0.691
32 Se 2.647 -0.440 1.104
33 N 3.696 -0.018 -1.522
34 C 3.684 -0.551 -2.810
35 C 4.278 -0.153 -3.996
36 C 4.017 -0.927 -5.117
37 C 3.196 -2.061 -5.049
38 C 2.612 -2.457 -3.855
39 C 2.875 -1.673 -2.741
40 H 1.645 -2.832 0.187
41 H 1.907 -3.790 -1.288
42 H 0.539 -2.643 -1.178
43 H 4.162 0.819 -1.216
44 H 4.917 0.721 -4.044
45 H 4.465 -0.653 -6.064
46 H 3.018 -2.642 -5.947
47 H 1.989 -3.344 -3.798
48 C -2.193 -3.648 -0.887
49 O -1.644 -2.472 -1.507
50 C -2.212 -1.289 -1.197
51 C -3.235 -1.096 -0.283
52 C -3.768 0.177 -0.120
53 C -3.291 1.254 -0.858
54 C -2.245 1.064 -1.745
55 C -1.706 -0.197 -1.892
56 N -0.693 -0.506 -2.853
57 C 0.249 0.212 -3.368
58 C 0.917 1.368 -2.881
59 C 1.761 2.028 -3.815
60 C 2.629 3.003 -3.431
61 C 2.707 3.336 -2.058
62 C 1.909 2.725 -1.131
63 C 0.960 1.731 -1.504
64 O 0.188 1.140 -0.664
65 H -3.253 -3.743 -1.119
66 H -2.030 -3.617 0.189
67 H -1.651 -4.490 -1.307
68 H -3.616 -1.926 0.296
69 H -4.576 0.322 0.587
70 H -3.743 2.232 -0.758
71 H -1.859 1.889 -2.336
72 H -0.800 -1.437 -3.243
73 H 0.641 -0.206 -4.296
74 H 1.698 1.741 -4.862
75 H 3.251 3.507 -4.159
76 H 3.418 4.087 -1.731
77 H 1.985 2.979 -0.086

HOMO energy (spin up / spin down)	-10.3 / -10.8	eV
2S+1	5
⟨S²⟩	6.018
energy above the lowest of the compared OMol25 structures with the same formula, charge and spin	0.132	eV
charge	+1

---

DFT (wB97M-V/def2-TZVPD) results for a structure of composition C33H28FN7O5P2PdSe2.

Element x y z (Å)
1 Pd 1.943 0.127 -1.221
2 Se -4.632 -0.137 -0.042
3 P -3.212 -0.264 1.527
4 C -3.480 -1.846 2.392
5 C -3.908 -1.982 3.704
6 C -4.066 -3.250 4.248
7 C -3.789 -4.377 3.491
8 C -3.356 -4.241 2.178
9 C -3.208 -2.980 1.628
10 C -3.540 1.042 2.759
11 C -4.842 1.207 3.226
12 C -5.133 2.208 4.138
13 C -4.128 3.062 4.574
14 C -2.833 2.905 4.103
15 C -2.535 1.898 3.195
16 C -1.464 -0.279 1.242
17 C -0.488 -0.088 0.251
18 N 0.692 -0.330 0.868
19 N 0.472 -0.634 2.134
20 N -0.812 -0.613 2.392
21 P -0.247 0.335 -1.531
22 Se 1.153 -0.043 -3.478
23 C -1.636 -0.617 -2.240
24 C -2.616 -0.026 -3.028
25 C -3.626 -0.801 -3.577
26 C -3.655 -2.169 -3.359
27 C -2.663 -2.767 -2.594
28 C -1.661 -1.994 -2.033
29 C -0.842 2.065 -1.607
30 C -1.915 2.483 -0.824
31 C -2.343 3.801 -0.861
32 C -1.685 4.721 -1.665
33 C -0.617 4.310 -2.450
34 C -0.205 2.985 -2.430
35 H -4.108 -1.101 4.300
36 H -4.403 -3.355 5.273
37 H -3.913 -5.363 3.922
38 H -3.131 -5.117 1.583
39 H -2.884 -2.855 0.601
40 H -5.619 0.552 2.851
41 H -6.145 2.323 4.505
42 H -4.357 3.850 5.281
43 H -2.046 3.565 4.444
44 H -1.523 1.766 2.834
45 H -2.601 1.044 -3.190
46 H -4.402 -0.328 -4.168
47 H -4.460 -2.770 -3.767
48 H -2.672 -3.839 -2.434
49 H -0.880 -2.445 -1.430
50 H -2.430 1.777 -0.191
51 H -3.194 4.107 -0.265
52 H -2.009 5.756 -1.686
53 H -0.106 5.024 -3.087
54 H 0.614 2.645 -3.050
55 N 3.073 3.121 -2.310
56 C 2.707 3.379 -1.041
57 N 2.909 4.701 -0.630
58 O 2.219 2.575 -0.250
59 H 3.665 3.763 -2.807
60 H 3.206 2.135 -2.550
61 H 2.899 5.403 -1.351
62 H 2.372 4.938 0.187
63 F 6.261 -5.087 -2.562
64 C 6.642 -4.170 -1.652
65 C 6.318 -2.876 -1.827
66 N 6.727 -1.901 -0.966
67 C 6.454 -0.506 -1.286
68 C 4.954 -0.212 -1.625
69 O 4.797 0.536 -2.600
70 O 4.117 -0.735 -0.856
71 C 7.439 -2.213 0.173
72 O 7.870 -1.394 0.961
73 N 7.675 -3.566 0.350
74 C 7.393 -4.626 -0.511
75 O 7.776 -5.752 -0.259
76 H 5.723 -2.554 -2.671
77 H 7.062 -0.187 -2.134
78 H 6.714 0.086 -0.412
79 H 8.172 -3.805 1.194

HOMO energy	-1.3	eV
charge	-2

---

DFT (wB97M-V/def2-TZVPD) results for a structure of composition C33H28IN4O3PS4Sc.

Element x y z (Å)
1 Sc -1.190 -0.071 1.735
2 O -1.503 -3.244 -1.135
3 C -1.188 -2.489 -0.207
4 N -1.861 -1.430 0.222
5 C -3.124 -1.242 -0.451
6 C -4.090 -0.440 0.370
7 C -5.445 -0.465 0.055
8 C -6.332 0.287 0.802
9 C -5.832 1.035 1.858
10 C -4.471 1.008 2.104
11 N -3.608 0.295 1.376
12 C 0.040 -2.791 0.613
13 C 0.692 -4.005 0.418
14 C 1.764 -4.336 1.222
15 C 2.135 -3.446 2.221
16 C 1.441 -2.253 2.338
17 N 0.429 -1.908 1.541
18 H -3.567 -2.223 -0.691
19 H -2.978 -0.736 -1.424
20 H -5.778 -1.077 -0.770
21 H -7.387 0.297 0.568
22 H -6.478 1.636 2.480
23 H -4.048 1.593 2.911
24 H 0.323 -4.649 -0.365
25 H 2.297 -5.268 1.082
26 H 2.943 -3.671 2.904
27 H 1.707 -1.539 3.110
28 S -1.655 2.515 3.098
29 S -1.612 1.565 4.879
30 S -2.875 -0.073 4.780
31 S -1.977 -1.555 3.719
32 O 0.421 0.629 2.462
33 C 1.288 1.020 1.643
34 C 2.736 0.728 1.788
35 C 3.695 0.857 2.772
36 C 5.015 0.579 2.418
37 C 5.348 0.177 1.140
38 C 4.369 0.026 0.150
39 C 3.074 0.324 0.487
40 P 1.378 0.324 -0.266
41 C 1.604 -0.992 -1.567
42 C 2.447 -2.075 -1.334
43 C 2.491 -3.142 -2.211
44 C 1.658 -3.172 -3.316
45 C 0.760 -2.138 -3.518
46 C 0.719 -1.073 -2.643
47 C 1.496 1.832 -1.288
48 C 1.076 3.057 -0.773
49 C 1.183 4.211 -1.528
50 C 1.743 4.170 -2.797
51 C 2.190 2.961 -3.304
52 C 2.068 1.803 -2.559
53 H 3.435 1.166 3.772
54 H 5.795 0.691 3.161
55 H 6.384 -0.032 0.901
56 H 4.641 -0.273 -0.854
57 H 3.085 -2.076 -0.461
58 H 3.174 -3.959 -2.022
59 H 1.696 -4.005 -4.005
60 H 0.079 -2.175 -4.357
61 H 0.008 -0.271 -2.801
62 H 0.665 3.093 0.227
63 H 0.840 5.152 -1.120
64 H 1.845 5.075 -3.380
65 H 2.646 2.921 -4.284
66 H 2.419 0.866 -2.969
67 N -2.638 3.098 0.154
68 C -1.900 2.192 -0.492
69 O -1.240 1.330 0.094
70 C -1.908 2.253 -1.990
71 I -3.910 1.914 -2.781
72 H -2.596 3.099 1.175
73 H -3.166 3.805 -0.326
74 H -1.274 1.475 -2.405
75 H -1.612 3.232 -2.357

HOMO energy	-3.3	eV
energy above the lowest of the compared OMol25 structures with the same formula, charge and spin	3.230	eV
charge	-1

---

DFT (wB97M-V/def2-TZVPD) results for a structure of composition C33H28IO4.

Element x y z (Å)
1 C -5.430 0.852 0.332
2 C -4.807 0.534 1.546
3 C -3.656 -0.255 1.551
4 C -3.156 -0.776 0.342
5 C -1.891 -1.580 0.330
6 C -0.866 -0.982 1.016
7 C 0.569 -1.364 1.325
8 C 0.573 -1.774 2.871
9 C 1.255 -2.928 3.276
10 C 1.438 -3.166 4.651
11 C 0.918 -2.254 5.583
12 C 0.209 -1.124 5.165
13 C 0.037 -0.898 3.797
14 C -1.875 -2.786 -0.515
15 C -0.695 -3.383 -0.978
16 C -0.720 -4.288 -2.039
17 C -1.939 -4.710 -2.581
18 C -3.136 -4.225 -2.038
19 C -3.097 -3.306 -0.999
20 C -3.768 -0.425 -0.871
21 C -4.910 0.379 -0.877
22 H -6.333 1.466 0.326
23 H -5.217 0.889 2.494
24 H -3.140 -0.497 2.486
25 H -1.135 -0.004 1.428
26 H 0.988 -2.181 0.746
27 H 1.670 -3.603 2.524
28 H 2.022 -4.028 4.972
29 H 1.159 -2.369 6.637
30 H -0.176 -0.386 5.870
31 H -0.546 -0.024 3.496
32 H 0.260 -3.100 -0.549
33 H 0.218 -4.677 -2.436
34 H -1.968 -5.428 -3.400
35 H -4.107 -4.561 -2.407
36 H -4.032 -2.939 -0.570
37 H -3.337 -0.784 -1.810
38 H -5.385 0.610 -1.832
39 C 3.679 -0.708 3.162
40 C 3.294 0.714 2.825
41 C 4.149 1.714 3.577
42 O 3.485 0.966 1.420
43 C 2.663 0.213 0.597
44 O 3.028 0.128 -0.559
45 C 1.370 -0.213 1.200
46 I 0.108 0.059 -1.801
47 C 1.572 -1.365 -2.278
48 C 1.815 -1.275 -3.652
49 C 2.753 -2.113 -4.257
50 C 3.465 -3.044 -3.477
51 C 3.278 -3.090 -2.093
52 C 2.383 -2.199 -1.481
53 C 1.025 0.935 2.088
54 O 0.079 1.689 2.008
55 O 1.913 1.067 3.156
56 H 3.132 -1.448 2.559
57 H 4.753 -0.832 2.958
58 H 3.494 -0.936 4.217
59 H 3.818 2.719 3.310
60 H 4.032 1.567 4.652
61 H 5.191 1.581 3.286
62 H 1.280 -0.527 -4.229
63 H 2.915 -2.021 -5.331
64 H 4.186 -3.712 -3.948
65 H 3.851 -3.776 -1.453
66 H 2.384 -2.178 -0.399

HOMO energy	-10.9	eV
charge	+1

---

DFT (wB97M-V/def2-TZVPD) results for a structure of composition C33H28N5OPSV.

Element x y z (Å)
1 V -0.261 0.182 0.513
2 N 1.713 -3.242 0.322
3 C 0.744 -2.338 0.163
4 S -0.245 -1.895 1.563
5 N 0.618 -1.797 -1.038
6 N -0.455 -0.888 -1.057
7 C -1.400 -1.008 -1.924
8 C -2.605 -0.239 -1.851
9 C -3.587 -0.358 -2.847
10 C -4.787 0.306 -2.698
11 C -5.033 1.066 -1.553
12 C -4.089 1.195 -0.544
13 C -2.889 0.540 -0.724
14 O -1.911 0.623 0.241
15 H 1.792 -3.758 1.180
16 H 2.201 -3.583 -0.492
17 H -1.269 -1.771 -2.688
18 H -3.397 -0.967 -3.721
19 H -5.546 0.228 -3.463
20 H -5.987 1.567 -1.448
21 H -4.270 1.787 0.341
22 C 4.000 4.911 0.449
23 C 3.558 4.274 1.603
24 C 2.342 3.614 1.606
25 C 1.558 3.586 0.451
26 C 2.001 4.229 -0.701
27 C 3.222 4.891 -0.698
28 P -0.015 2.704 0.486
29 C -1.055 3.299 -0.861
30 C -2.103 4.193 -0.663
31 C -2.910 4.560 -1.731
32 C -2.679 4.037 -2.994
33 C -1.637 3.141 -3.198
34 C -0.832 2.770 -2.133
35 C -0.732 3.174 2.079
36 C -0.733 4.515 2.469
37 C -1.231 4.880 3.709
38 C -1.706 3.909 4.583
39 C -1.684 2.571 4.220
40 C -1.202 2.211 2.969
41 H 4.945 5.437 0.450
42 H 4.151 4.308 2.507
43 H 1.990 3.153 2.523
44 H 1.398 4.233 -1.599
45 H 3.556 5.399 -1.593
46 H -2.306 4.598 0.319
47 H -3.721 5.259 -1.575
48 H -3.308 4.328 -3.824
49 H -1.450 2.736 -4.184
50 H -0.021 2.068 -2.305
51 H -0.331 5.278 1.813
52 H -1.236 5.921 4.001
53 H -2.085 4.197 5.554
54 H -2.040 1.813 4.904
55 H -1.219 1.152 2.723
56 N 3.692 0.422 2.171
57 C 2.377 0.199 2.232
58 N 1.795 0.307 1.049
59 C 2.828 0.609 0.147
60 C 2.797 0.765 -1.237
61 C 3.998 1.019 -1.865
62 C 5.203 1.104 -1.142
63 C 5.245 0.930 0.224
64 C 4.026 0.675 0.845
65 H 4.321 0.375 2.956
66 H 1.865 -0.054 3.147
67 H 1.885 0.655 -1.810
68 H 4.022 1.141 -2.939
69 H 6.121 1.298 -1.679
70 H 6.174 0.978 0.774

HOMO energy (spin up / spin down)	-14.0 / -14.0	eV
2S+1	2
⟨S²⟩	0.792
charge	+2

---

DFT (wB97M-V/def2-TZVPD) results for a structure of composition C33H28N8OP2ScSe2.

Element x y z (Å)
1 Sc -0.116 0.082 -0.188
2 N -3.785 0.398 2.342
3 C -2.833 -0.427 1.911
4 N -1.994 0.252 1.151
5 C -2.510 1.515 1.161
6 N -3.600 1.646 1.873
7 C -1.869 2.597 0.406
8 C -2.277 3.923 0.468
9 N -1.675 4.862 -0.249
10 C -0.668 4.488 -1.029
11 C -0.234 3.170 -1.093
12 N -0.841 2.232 -0.367
13 H -4.573 0.192 2.934
14 H -2.782 -1.474 2.160
15 H -3.101 4.216 1.105
16 H -0.187 5.252 -1.627
17 H 0.590 2.858 -1.724
18 Se 6.454 -0.909 -2.179
19 P 5.807 0.912 -1.359
20 C 6.074 2.368 -2.398
21 C 5.289 3.513 -2.273
22 C 5.564 4.631 -3.043
23 C 6.622 4.609 -3.944
24 C 7.398 3.469 -4.077
25 C 7.124 2.347 -3.307
26 C 6.595 1.291 0.235
27 C 6.730 2.605 0.686
28 C 7.490 2.879 1.811
29 C 8.115 1.848 2.500
30 C 7.967 0.539 2.069
31 C 7.219 0.262 0.934
32 C 4.002 0.899 -1.144
33 C 3.119 0.634 -0.108
34 N 1.910 0.455 -0.697
35 N 2.037 0.649 -2.007
36 N 3.272 0.932 -2.291
37 P 3.119 0.510 1.677
38 Se 1.058 0.270 2.341
39 C 3.723 2.054 2.366
40 C 3.164 3.233 1.868
41 C 3.467 4.446 2.454
42 C 4.314 4.488 3.557
43 C 4.875 3.322 4.046
44 C 4.592 2.100 3.447
45 C 4.122 -0.879 2.187
46 C 4.130 -1.268 3.529
47 C 4.890 -2.353 3.923
48 C 5.631 -3.063 2.982
49 C 5.602 -2.693 1.648
50 C 4.843 -1.603 1.244
51 H 4.451 3.531 -1.586
52 H 4.951 5.518 -2.948
53 H 6.834 5.482 -4.548
54 H 8.215 3.446 -4.786
55 H 7.713 1.445 -3.416
56 H 6.281 3.426 0.143
57 H 7.609 3.905 2.137
58 H 8.727 2.068 3.366
59 H 8.461 -0.270 2.593
60 H 7.161 -0.749 0.552
61 H 2.478 3.194 1.028
62 H 3.037 5.359 2.064
63 H 4.539 5.436 4.029
64 H 5.548 3.354 4.893
65 H 5.057 1.201 3.825
66 H 3.531 -0.740 4.262
67 H 4.900 -2.654 4.962
68 H 6.223 -3.913 3.294
69 H 6.172 -3.242 0.909
70 H 4.844 -1.327 0.197
71 C -1.569 -1.039 -2.761
72 O -0.982 -0.862 -1.489
73 H -0.800 -0.986 -3.533
74 H -2.310 -0.257 -2.942
75 H -2.062 -2.010 -2.820

HOMO energy	-10.0	eV
energy above the lowest of the compared OMol25 structures with the same formula, charge and spin	0.000	eV
charge	+1

---

Which value of charge does entry 2 give? -2